Formula: C35H52FeOP4
Source: the OMol25 dataset
Level of theory: ωB97M-V/def2-TZVPD

Each line ends with the Löwdin spin population.
Geometry (Å):
Fe: 1.042 0.009 0.099  3.56
P: 2.695 1.000 1.332  0.03
P: 0.101 1.733 -1.108  0.05
P: 2.423 -0.506 -1.687  0.09
H: -0.755 -2.210 0.099  0.01
C: 0.266 -2.004 -0.227  0.03
C: 1.329 -2.028 0.768  -0.05
H: 1.072 -2.236 1.803  0.00
C: 2.457 1.406 3.127  0.01
C: 3.508 2.601 0.850  0.01
C: 4.214 -0.044 1.543  0.00
C: -1.271 1.370 -2.314  0.02
C: -0.706 3.166 -0.239  0.01
C: 1.133 2.791 -2.237  0.00
C: 3.337 -2.115 -1.662  0.02
C: 3.847 0.564 -2.198  0.02
C: 1.598 -0.719 -3.330  0.02
H: 0.452 -2.462 -1.200  0.00
H: 2.279 -2.488 0.508  0.00
H: 2.047 0.536 3.648  0.00
H: 1.757 2.238 3.231  0.00
H: 3.409 1.685 3.595  0.00
H: 2.757 3.397 0.872  0.00
H: 3.896 2.530 -0.169  0.00
H: 4.330 2.867 1.527  0.00
H: 3.919 -0.987 2.011  0.00
H: 4.971 0.452 2.163  0.00
H: 4.651 -0.278 0.569  0.00
H: -1.631 2.276 -2.817  0.00
H: -2.102 0.896 -1.786  0.00
H: -0.913 0.659 -3.063  0.00
H: -1.069 3.906 -0.962  0.00
H: 0.026 3.642 0.421  0.00
H: -1.550 2.835 0.370  0.00
H: 0.524 3.584 -2.687  0.00
H: 1.571 2.197 -3.042  0.00
H: 1.946 3.248 -1.665  0.00
H: 3.897 -2.231 -2.596  0.00
H: 2.638 -2.949 -1.561  0.00
H: 4.034 -2.142 -0.820  0.00
H: 4.299 0.187 -3.123  0.00
H: 4.607 0.559 -1.412  0.00
H: 3.524 1.594 -2.353  0.00
H: 2.300 -1.099 -4.081  0.00
H: 1.190 0.231 -3.679  0.00
H: 0.771 -1.424 -3.214  0.00
C: -1.576 -0.868 -7.034  0.21
C: -2.693 -1.402 -7.682  0.11
C: -2.896 -2.782 -7.685  0.04
C: -1.994 -3.632 -7.046  0.27
C: -0.880 -3.087 -6.402  0.04
C: -0.665 -1.711 -6.391  0.12
O: -1.320 0.483 -6.997  0.20
H: -2.026 0.945 -7.478  0.00
H: -3.400 -0.741 -8.182  0.00
H: -3.767 -3.191 -8.191  0.00
H: -2.155 -4.705 -7.050  0.01
H: -0.170 -3.739 -5.901  0.00
H: 0.196 -1.277 -5.894  0.00
C: -3.051 3.191 4.838  0.00
C: -2.085 3.654 3.944  0.00
C: -1.385 2.753 3.139  0.00
C: -1.645 1.377 3.206  0.02
C: -2.625 0.919 4.119  0.00
C: -3.320 1.824 4.926  0.00
P: -0.614 0.247 2.204  0.08
C: -0.038 -0.552 3.847  0.01
C: 0.119 -1.953 4.050  0.00
C: 0.552 -2.489 5.268  0.00
C: 0.831 -1.659 6.345  0.00
C: 0.652 -0.288 6.214  0.00
C: 0.219 0.255 5.004  0.00
C: -2.129 -0.570 1.573  0.01
C: -2.580 -1.790 2.129  0.00
C: -3.746 -2.407 1.688  0.00
C: -4.503 -1.815 0.684  0.00
C: -4.096 -0.595 0.141  0.00
C: -2.924 0.025 0.596  0.00
H: -3.582 3.889 5.471  0.00
H: -1.863 4.712 3.888  0.00
H: -0.614 3.129 2.491  0.00
H: -2.833 -0.135 4.232  0.00
H: -4.057 1.463 5.632  0.00
H: -0.091 -2.694 3.310  0.00
H: 0.675 -3.560 5.377  0.00
H: 1.171 -2.081 7.284  0.00
H: 0.859 0.358 7.060  0.00
H: 0.124 1.330 4.975  0.00
H: -2.073 -2.285 2.923  0.00
H: -4.066 -3.342 2.135  0.00
H: -5.412 -2.295 0.345  0.00
H: -4.699 -0.124 -0.622  0.00
H: -2.649 0.977 0.205  0.00

The net charge is +3. Its orbital gap (spin up / spin down) is 7.319 / 3.235 eV. As for the energy above the lowest of the compared OMol25 structures with the same formula, charge and spin: 0.0 kJ/mol. The calculation puts the largest force on an atom at 4.558 eV/A. Its molar mass is 668.5 g/mol. The expectation value of S² is 8.82. As for the multiplicity: 6.